# 1
Density functional theory data (the ωB97M-V functional and the def2-TZVPD basis) for a cluster of 2 separate species, C5H11NO in total.

```
18
Properties=species:S:1:pos:R:3:forces:R:3:nbo_charge:R:1
C 0.6460 -0.8915 -1.5469 -0.51 -0.76 -0.42 -0.418
N 0.8183 0.0947 -0.5218 0.15 -0.04 0.47 -0.598
C 0.2148 -0.0771 0.7256 0.20 0.08 -0.55 0.027
C -0.8981 -0.7685 0.9751 0.36 -0.31 0.56 -0.364
C -1.4454 -0.9352 2.3530 -0.19 0.38 -1.04 -0.190
C -2.2752 -0.0705 2.9166 0.04 -0.23 0.29 -0.388
H -0.4018 -1.0778 -1.7664 -0.25 0.35 0.02 0.194
H 1.0278 -1.8953 -1.3146 0.27 0.12 0.29 0.172
H 1.0969 -0.5678 -2.4730 0.22 0.24 -0.17 0.214
H 1.7790 0.3771 -0.4339 0.06 0.17 -0.06 0.374
H 0.7684 0.4371 1.5038 -0.33 0.08 0.18 0.192
H -1.3414 -1.3793 0.1993 -0.09 0.04 -0.09 0.205
H -1.2037 -1.8715 2.8302 0.03 -0.14 0.38 0.194
H -2.6631 -0.2646 3.9011 -0.13 -0.01 0.29 0.190
H -2.6260 0.8263 2.4287 0.17 0.10 -0.16 0.195
H 2.6872 2.6142 -3.8434 -0.13 -0.20 0.27 0.468
H 1.6450 3.1173 -2.8611 0.08 -0.32 0.06 0.471
O 2.1715 2.3323 -3.0723 0.06 0.47 -0.30 -0.938
```
Forces are in eV/Å.

- LUMO energy: 0.77 eV
- Multiplicity: 1
- Kohn-Sham gap: 0.3162 Ha
- Energy above the lowest of the compared OMol25 structures with the same formula, charge and spin: 220.64 kJ/mol
- Molecular weight: 101.15 u
- SMILES: C=C/C=C/NC.O


# 2
Density functional theory data (the ωB97M-V functional and the def2-TZVPD basis) for the molecule C5H11NO.

```
18
Properties=species:S:1:pos:R:3:forces:R:3:nbo_charge:R:1
C 0.6814 1.6153 -0.3587 -0.02 0.04 0.01 -0.620
C 0.6440 0.0892 -0.3833 0.11 0.04 -0.08 -0.057
C 1.6253 -0.5101 0.6278 0.01 -0.04 0.05 -0.617
N -0.7160 -0.4383 -0.2222 -0.03 -0.18 -0.16 -0.440
C -1.6362 0.0986 0.7575 -0.07 0.05 0.10 -0.405
C -1.0930 -1.4865 -1.0050 0.12 0.01 -0.06 0.537
O -0.4002 -2.0254 -1.8484 -0.19 0.13 0.26 -0.621
H 0.4826 2.0147 0.6434 -0.01 -0.07 -0.14 0.202
H 1.6805 1.9545 -0.6531 -0.16 -0.06 0.06 0.221
H -0.0416 2.0475 -1.0582 0.09 -0.07 0.08 0.216
H 0.9400 -0.2547 -1.3781 -0.01 0.06 0.12 0.236
H 1.5132 -1.5970 0.6815 0.01 0.14 -0.03 0.223
H 2.6534 -0.2938 0.3155 -0.17 0.00 0.07 0.216
H 1.4884 -0.0902 1.6322 -0.05 -0.07 -0.14 0.199
H -1.2321 0.0438 1.7756 0.00 0.01 -0.15 0.197
H -1.9032 1.1396 0.5411 0.09 -0.14 0.04 0.197
H -2.5560 -0.4941 0.7307 0.15 0.11 0.03 0.212
H -2.1306 -1.8131 -0.7983 0.12 0.03 -0.04 0.105
```
Forces are in eV/Å.

- LUMO energy: 0.87 eV
- Multiplicity: 1
- Kohn-Sham gap: 0.3737 Ha
- Energy above the lowest of the compared OMol25 structures with the same formula, charge and spin: 44.38 kJ/mol
- Molecular weight: 101.15 u
- SMILES: CC(C)N(C)C=O


# 3
Density functional theory data (the ωB97M-V functional and the def2-TZVPD basis) for the molecule C5H11NO.

```
18
Properties=species:S:1:pos:R:3:forces:R:3:nbo_charge:R:1
C -1.8899 0.4182 0.1586 2.48 0.21 -0.06 -0.721
C -0.9389 -0.5806 0.9427 2.21 2.19 0.13 0.701
N 0.3788 -0.6037 0.3393 -2.88 -0.53 1.79 -0.483
C 0.5091 -0.2068 -1.0822 -2.92 2.37 0.29 -0.203
C 0.6388 1.4051 -1.2583 1.54 -1.05 2.07 -0.641
C 1.3584 -1.2602 1.2887 -1.04 0.96 -0.52 -0.404
O -1.1265 -1.1398 2.0160 -0.46 0.67 -1.48 -0.605
H -1.5240 1.4708 -0.1473 0.33 -2.19 0.60 0.229
H -1.9956 -0.1945 -0.7096 -1.17 0.21 -0.98 0.219
H -2.7577 0.7298 0.6224 -2.14 -0.60 1.27 0.234
H 1.2900 -0.7300 -1.5157 1.52 -0.96 -0.92 0.205
H -0.5010 -0.4060 -1.6612 2.36 -0.38 1.15 0.197
H 0.7244 1.7183 -0.1506 0.74 0.03 -1.79 0.221
H 1.4729 1.7886 -1.9522 -1.39 -0.64 1.22 0.224
H -0.3341 1.7937 -1.4583 -0.29 0.38 -1.11 0.201
H 1.4375 -0.7111 2.2843 -0.13 -0.34 -1.52 0.213
H 2.2766 -1.2361 0.7366 0.78 -0.40 0.15 0.196
H 0.9811 -2.2556 1.5468 0.44 0.07 -0.28 0.218
```
Forces are in eV/Å.

- LUMO energy: 0.86 eV
- Multiplicity: 1
- Kohn-Sham gap: 0.3616 Ha
- Energy above the lowest of the compared OMol25 structures with the same formula, charge and spin: 239.41 kJ/mol
- Molecular weight: 101.15 u
- SMILES: CCN(C)C(C)=O